Entry 1:
Computed, not measured: C4H9NO3S in the gas phase at a distorted geometry, with the ωB97M-V functional and the def2-TZVPD basis.

Its energy above the lowest of the compared OMol25 structures with the same formula, charge and spin is 3.797 eV. As for the HOMO energy: -7.475 eV. The gap between HOMO and LUMO is 7.1 eV. Its charge is 0. As for the energy: -836.32617 Ha.

The geometry in XYZ format:
```
18
Properties=species:S:1:pos:R:3:nbo_charge:R:1
C 1.49 0.65 0.60 -0.2585
C -0.45 -0.65 0.43 -0.3838
C 1.11 1.23 -0.75 -0.0884
C -0.92 0.14 -0.74 -0.1795
N 1.02 -0.81 0.66 -0.5084
O -3.10 -1.36 -0.98 -1.0095
O -2.76 -0.23 1.20 -1.0257
O -0.22 1.36 -0.95 -0.5103
S -2.92 -0.06 -0.27 1.5230
H 2.64 0.66 0.75 0.2246
H 0.90 1.19 1.30 0.2334
H -0.94 -0.13 1.34 0.2858
H -0.98 -1.72 0.24 0.2863
H 1.67 2.11 -1.19 0.2348
H 1.64 0.53 -1.46 0.1351
H -0.88 -0.52 -1.72 0.1811
H 1.48 -1.31 -0.08 0.4275
H 1.21 -1.08 1.62 0.4325
```


Entry 2:
Computed, not measured: a 2-piece molecular cluster, C4H9NO3Si overall at a distorted geometry, with the ωB97M-V functional and the def2-TZVPD basis.

Its spin multiplicity is 3. As for the HOMO energy (alpha / beta): -5.412 / -10.789 eV. As for the expectation value of S²: 2.01. The gap between HOMO and LUMO (alpha / beta) is 6.1 / 8.7 eV. Its charge is 0. As for the energy: -727.62810 Ha.

The geometry in XYZ format:
```
18
Properties=species:S:1:pos:R:3:nbo_charge:R:1
C 1.94 -1.53 0.09 -0.2305
C -1.99 -1.69 0.77 -0.3198
C 1.03 2.01 1.76 -0.2296
C -0.26 0.50 -2.67 -0.2223
N 2.61 -2.46 0.23 -0.3331
O -1.52 -0.84 -0.18 -0.2945
O 1.22 0.77 1.19 -0.8889
O 0.71 0.52 -1.64 -0.9309
Si 0.93 -0.02 -0.17 1.7189
H -3.01 -1.56 0.99 0.1756
H -1.45 -1.33 1.74 0.2447
H -1.72 -2.71 0.60 0.2033
H 0.47 2.58 1.08 0.1734
H 1.94 2.44 2.16 0.1870
H 0.39 1.99 2.70 0.1689
H -0.44 1.53 -2.70 0.1977
H -0.98 -0.22 -2.37 0.1966
H 0.13 0.03 -3.57 0.1834
```


Entry 3:
Computed, not measured: C4H9NO4 in the gas phase at a distorted geometry, with the ωB97M-V functional and the def2-TZVPD basis.

Its energy above the lowest of the compared OMol25 structures with the same formula, charge and spin is 3.776 eV. As for the HOMO energy: -10.055 eV. The gap between HOMO and LUMO is 10.8 eV. As for the structure (SMILES): CC(=O)[C@@](C)(O)N(O)O. Its charge is 0. As for the energy: -513.43877 Ha.

The geometry in XYZ format:
```
18
Properties=species:S:1:pos:R:3:nbo_charge:R:1
C -1.72 0.70 0.89 -0.7295
C -1.11 0.27 -0.41 0.6214
O 0.73 1.83 -0.59 -0.6263
O -1.68 0.27 -1.48 -0.5540
H 1.04 2.59 -0.08 0.4808
H -2.50 1.43 0.70 0.2434
H -0.96 1.09 1.55 0.2418
H -2.17 -0.17 1.36 0.2440
C 0.32 -1.59 0.65 -0.6278
C 0.27 -0.42 -0.33 0.2379
O 2.47 0.34 -0.16 -0.5471
O 0.65 -0.83 -1.61 -0.7338
N 1.17 0.63 0.18 0.0866
H 2.47 -0.07 -1.05 0.4707
H -0.01 -0.46 -2.23 0.5078
H 0.15 -1.24 1.66 0.2234
H -0.43 -2.32 0.37 0.2231
H 1.31 -2.04 0.60 0.2375
```


Entry 4:
Computed, not measured: C4H9NO4 as an isolated structure at a distorted geometry, with the ωB97M-V functional and the def2-TZVPD basis.

Its energy above the lowest of the compared OMol25 structures with the same formula, charge and spin is 5.148 eV. As for the HOMO energy (alpha / beta): -8.625 / -8.626 eV. The gap between HOMO and LUMO (alpha / beta) is 7.3 / 7.3 eV. Its charge is 0. As for the energy: -513.38838 Ha.

The geometry in XYZ format:
```
18
Properties=species:S:1:pos:R:3:nbo_charge:R:1
C -1.57 -1.48 0.86 -0.4578
C -0.59 0.32 -1.55 -0.6960
N -0.50 -0.52 0.96 -0.2317
C -0.18 0.78 -0.17 0.5151
O -0.55 1.90 0.27 -0.7121
H -0.29 -0.24 1.92 0.4071
H -1.77 -1.74 -0.17 0.2254
H -1.31 -2.39 1.41 0.2273
H -2.49 -1.08 1.30 0.2453
H -1.68 0.24 -1.58 0.2141
H -0.25 1.06 -2.28 0.2554
H -0.17 -0.64 -1.82 0.2212
C 1.44 0.37 0.10 0.6007
O 1.99 1.23 1.07 -0.7439
O 2.15 0.47 -1.10 -0.7060
O 1.23 -0.86 0.56 -0.3527
H 3.08 0.55 -0.85 0.4848
H 1.45 2.03 1.06 0.5038
```


Entry 5:
Computed, not measured: a 2-piece molecular cluster, C4H9NO4 overall at a distorted geometry, with the ωB97M-V functional and the def2-TZVPD basis.

Its energy above the lowest of the compared OMol25 structures with the same formula, charge and spin is 1.813 eV. As for the HOMO energy: -7.725 eV. The gap between HOMO and LUMO is 8.4 eV. As for the structure (SMILES): CC(N)=C(O)O.O=CO. Its charge is 0. As for the energy: -513.51093 Ha.

The geometry in XYZ format:
```
18
Properties=species:S:1:pos:R:3:nbo_charge:R:1
C 0.13 0.55 0.93 0.4451
C 0.66 0.54 -0.32 0.0520
C 1.95 -0.17 -0.64 -0.6444
N 0.00 1.15 -1.38 -0.8437
C -1.93 -1.30 0.21 0.6428
O -0.91 1.40 1.21 -0.7191
O 0.77 -0.02 1.99 -0.6966
O -1.10 -1.77 -0.80 -0.6960
O -2.20 -1.94 1.21 -0.5791
H -0.93 1.46 2.19 0.4950
H 0.19 -0.77 2.25 0.4884
H -1.00 -1.08 -1.48 0.5013
H -0.66 1.85 -1.02 0.3921
H 0.65 1.56 -2.05 0.3779
H -2.46 -0.40 -0.13 0.1137
H 1.91 -0.60 -1.65 0.2089
H 2.14 -1.00 0.05 0.2441
H 2.78 0.53 -0.59 0.2177
```


Entry 6:
Computed, not measured: an isolated ion of composition C4H9NO4PS and charge -1 at a distorted geometry, with the ωB97M-V functional and the def2-TZVPD basis.

As for the HOMO energy: -4.901 eV. The gap between HOMO and LUMO is 8.1 eV. As for the structure (SMILES): C[C@H](N)[P@](=O)([O-])SCC(=O)O. Its charge is -1. As for the energy: -1253.12073 Ha.

The geometry in XYZ format:
```
20
Properties=species:S:1:pos:R:3:nbo_charge:R:1
C 2.12 -2.68 0.35 0.7847
C -1.98 1.95 -1.14 -0.5961
C 1.00 -2.22 1.24 -0.6436
C -1.28 1.35 0.12 -0.3915
N -0.39 2.42 0.56 -0.8417
O 2.31 -2.01 -0.77 -0.6558
O 0.83 0.58 -1.33 -1.1459
O 2.77 -3.63 0.70 -0.6152
O -1.10 -1.72 -0.78 -1.0866
P -0.13 0.00 -0.40 1.7985
S 0.86 -0.40 1.44 -0.2144
H -1.47 1.62 -1.97 0.2178
H -1.89 3.11 -1.18 0.1940
H -2.95 1.66 -1.20 0.2030
H 1.09 -2.57 2.16 0.2143
H 0.00 -2.34 0.75 0.3359
H -1.95 1.26 0.90 0.2132
H 1.85 -1.19 -0.66 0.5030
H 0.07 2.02 1.35 0.3532
H 0.26 2.78 -0.14 0.3732
```


Entry 7:
Computed, not measured: C4H9NO4S in the gas phase at a distorted geometry, with the ωB97M-V functional and the def2-TZVPD basis.

Its energy above the lowest of the compared OMol25 structures with the same formula, charge and spin is 3.322 eV. As for the HOMO energy: -9.828 eV. The gap between HOMO and LUMO is 10.4 eV. As for the structure (SMILES): N[C@H]1CCO[C@@H]1S(=O)(=O)O. Its charge is 0. As for the energy: -911.63428 Ha.

The geometry in XYZ format:
```
19
Properties=species:S:1:pos:R:3:nbo_charge:R:1
C 0.73 0.99 0.04 -0.4362
C 0.62 1.14 1.56 -0.0833
C 0.08 -0.43 0.04 -0.0948
C -1.11 -0.25 1.03 -0.1198
N -0.33 -0.96 -1.25 -0.8357
O 0.12 -2.43 2.16 -0.9214
O -2.33 -2.32 2.49 -0.9021
O -1.60 -2.81 0.39 -0.9154
O -0.69 0.73 1.92 -0.4878
S -1.17 -1.96 1.70 2.2908
H 0.15 1.76 -0.52 0.2077
H 1.74 1.03 -0.40 0.2282
H 1.36 0.50 2.01 0.1792
H 0.98 2.10 1.83 0.2065
H 0.77 -1.09 0.45 0.2165
H -2.15 -0.05 0.53 0.2308
H -1.10 -3.35 -0.10 0.5103
H 0.13 -0.60 -2.03 0.3688
H -1.32 -0.79 -1.30 0.3578
```


Entry 8:
Computed, not measured: a 2-piece molecular cluster, C4H9NOS overall at a distorted geometry, with the ωB97M-V functional and the def2-TZVPD basis.

Its energy above the lowest of the compared OMol25 structures with the same formula, charge and spin is 6.152 eV. As for the HOMO energy: -8.673 eV. The gap between HOMO and LUMO is 8.6 eV. Its charge is 0. As for the energy: -685.79287 Ha.

The geometry in XYZ format:
```
16
Properties=species:S:1:pos:R:3:nbo_charge:R:1
C 1.82 0.93 -0.30 0.2188
C 1.64 0.57 -1.71 -0.6537
C -3.04 -1.35 0.23 -0.3817
C -2.11 -0.85 1.00 -0.4076
N 1.88 -0.33 0.53 -0.8644
O 0.71 1.50 0.42 -0.6729
S 0.71 0.21 1.46 1.1860
H 2.70 1.60 -0.24 0.1616
H 2.60 0.16 -1.93 0.2328
H 1.18 1.34 -2.42 0.2319
H 0.91 -0.25 -1.80 0.2221
H 1.18 1.05 2.62 -0.0568
H -3.98 -0.99 -0.26 0.2037
H -2.87 -2.31 -0.25 0.1863
H -1.24 -1.48 1.14 0.1964
H -2.11 0.19 1.49 0.1975
```


Entry 9:
Computed, not measured: C4H9NOS in the gas phase at a distorted geometry, with the ωB97M-V functional and the def2-TZVPD basis.

Its energy above the lowest of the compared OMol25 structures with the same formula, charge and spin is 1.909 eV. As for the HOMO energy: -8.836 eV. The gap between HOMO and LUMO is 9.7 eV. As for the structure (SMILES): CN[C@H](C=O)CS. Its charge is 0. As for the energy: -685.94881 Ha.

The geometry in XYZ format:
```
16
Properties=species:S:1:pos:R:3:nbo_charge:R:1
C 2.00 0.64 0.82 -0.4222
N 0.83 -0.19 0.90 -0.6365
C 0.05 -0.35 -0.34 -0.1624
C -1.24 -1.09 0.07 -0.5277
S -2.26 -1.41 -1.37 -0.0468
C -0.39 1.01 -0.93 0.4292
O -1.18 1.68 -0.34 -0.5255
H 2.76 0.24 1.50 0.1984
H 2.49 0.55 -0.15 0.1946
H 1.93 1.71 1.04 0.1789
H 0.28 -0.17 1.75 0.3779
H 0.66 -1.02 -0.94 0.2058
H -0.97 -2.08 0.45 0.2360
H -1.85 -0.50 0.73 0.2432
H -3.13 -0.40 -1.33 0.1333
H 0.03 1.37 -1.87 0.1236
```


Entry 10:
Computed, not measured: C4H9NOS in the gas phase at a distorted geometry, with the ωB97M-V functional and the def2-TZVPD basis.

Its energy above the lowest of the compared OMol25 structures with the same formula, charge and spin is 1.187 eV. As for the HOMO energy: -9.274 eV. The gap between HOMO and LUMO is 9.9 eV. As for the structure (SMILES): O=CNCCCS. Its charge is 0. As for the energy: -685.97531 Ha.

The geometry in XYZ format:
```
16
Properties=species:S:1:pos:R:3:nbo_charge:R:1
C -0.10 -1.21 0.32 -0.2069
N -1.10 -0.54 -0.56 -0.6299
C -1.10 -0.68 -1.89 0.5303
O -1.94 -0.30 -2.68 -0.6063
C 1.13 -0.30 0.49 -0.4339
C 0.78 1.05 1.16 -0.5466
S 0.84 2.57 0.18 -0.0241
H 0.22 -2.09 -0.23 0.2068
H -0.69 -1.37 1.22 0.2066
H -1.86 -0.04 -0.16 0.3975
H -0.18 -1.18 -2.29 0.0933
H 1.42 0.06 -0.50 0.2254
H 1.83 -0.94 1.02 0.2157
H 1.41 1.16 2.05 0.2263
H -0.18 0.98 1.68 0.2151
H -0.49 2.82 0.21 0.1305
```


Entry 11:
Computed, not measured: C4H9NOS in the gas phase at a distorted geometry, with the ωB97M-V functional and the def2-TZVPD basis.

Its energy above the lowest of the compared OMol25 structures with the same formula, charge and spin is 0.708 eV. As for the HOMO energy: -9.413 eV. The gap between HOMO and LUMO is 10.1 eV. As for the structure (SMILES): CC(=O)NCCS. Its charge is 0. As for the energy: -685.99292 Ha.

The geometry in XYZ format:
```
16
Properties=species:S:1:pos:R:3:nbo_charge:R:1
O 2.37 -0.94 -0.20 -0.6107
C 1.79 -0.01 0.28 0.6850
N 0.47 0.26 0.04 -0.6335
C -0.17 -0.36 -1.09 -0.2512
C -1.66 -0.71 -0.93 -0.5127
S -2.57 0.33 0.29 -0.0803
C 2.49 1.06 1.10 -0.7221
H 0.06 1.11 0.40 0.4029
H 0.08 0.12 -2.03 0.1893
H 0.31 -1.33 -1.27 0.2393
H -1.81 -1.70 -0.51 0.2241
H -2.12 -0.73 -1.91 0.2342
H -2.38 -0.35 1.47 0.1405
H 2.05 1.44 2.02 0.2286
H 3.52 0.75 1.28 0.2399
H 2.49 1.97 0.49 0.2266
```


Entry 12:
Computed, not measured: C4H9NOS in the gas phase at a distorted geometry, with the ωB97M-V functional and the def2-TZVPD basis.

Its energy above the lowest of the compared OMol25 structures with the same formula, charge and spin is 0.566 eV. As for the HOMO energy: -9.288 eV. The gap between HOMO and LUMO is 10.0 eV. As for the structure (SMILES): CC(=O)NCCS. Its charge is 0. As for the energy: -685.99813 Ha.

The geometry in XYZ format:
```
16
Properties=species:S:1:pos:R:3:nbo_charge:R:1
O -0.25 0.49 -2.36 -0.6078
C 0.62 0.39 -1.53 0.6813
N 0.33 0.22 -0.20 -0.6300
C -0.98 -0.25 0.17 -0.2273
C -1.04 -0.57 1.65 -0.5263
S -2.77 -0.60 2.20 -0.0212
C 2.10 0.59 -1.84 -0.7063
H 1.09 0.31 0.45 0.3945
H -1.26 -1.12 -0.44 0.2077
H -1.75 0.49 -0.06 0.2084
H -0.55 -1.50 1.92 0.2111
H -0.40 0.15 2.17 0.2058
H -2.51 -0.58 3.51 0.1267
H 2.40 0.11 -2.76 0.2433
H 2.70 0.20 -1.02 0.2031
H 2.27 1.66 -1.87 0.2370
```